The following is a quantum chemistry calculation of a molecular structure, C14H22HgN3O6S, from the Open Molecules 2025 dataset.

Computed properties:
spin multiplicity: 2
Kohn-Sham gap (alpha / beta): 5.27 / 7.68 eV
LUMO energy (alpha / beta): 0.146 / 0.146 eV
highest occupied orbital energy (alpha / beta): -5.126 / -7.532 eV

Last column: Löwdin charge in e.
Element x y z (Å)
Hg (0.280151, 0.263970, 0.354311)  1.277
S (-2.382049, -0.441630, -1.503189)  1.006
O (6.119051, -0.160230, 4.535011)  0.047
O (0.611451, 2.260370, -0.481489)  -0.095
O (2.028351, -0.394230, -0.231089)  -0.378
O (4.925951, -0.328530, 6.318811)  0.050
O (0.370851, -0.395530, 2.137311)  -0.280
O (-1.635849, 0.177270, -0.359489)  -0.658
N (2.612351, 1.966470, -1.508289)  0.188
N (1.579851, 4.027970, -1.452789)  0.168
N (5.042551, -0.298130, 5.101611)  -0.369
C (-4.160649, -0.152630, -1.057989)  -0.301
C (2.971651, -0.420930, 0.722911)  -0.230
C (-4.153749, 2.168270, -2.063889)  -0.109
C (3.874251, -0.412630, 4.306611)  -0.195
C (2.637751, -0.588730, 4.936211)  -0.018
C (1.526151, -0.458830, 2.773511)  -0.347
C (2.807151, -0.408930, 2.105211)  -0.169
C (-2.195749, -3.013430, -2.463889)  -0.302
C (3.962051, -0.344330, 2.928311)  0.038
C (-0.966449, -2.610430, -3.270689)  -0.117
C (-4.808349, 0.793170, -2.057289)  -0.307
C (-2.282249, -2.247930, -1.153189)  -0.315
C (1.585151, 2.720070, -1.105189)  -0.637
C (1.496151, -0.598830, 4.166711)  -0.021
H (-4.737749, 0.350670, -3.051989)  0.104
H (-4.672149, -1.111830, -1.042289)  0.086
H (-4.334549, 2.688970, -1.128889)  0.081
H (-2.158849, -4.085130, -2.252489)  0.114
H (-4.554149, 2.767070, -2.877089)  0.076
H (-5.869549, 0.888270, -1.814089)  0.113
H (4.927451, -0.223130, 2.465711)  0.115
H (-3.078149, 2.076970, -2.196789)  0.056
H (3.992951, -0.477130, 0.337611)  0.110
H (3.463851, 2.364270, -1.863389)  0.112
H (-0.064949, -2.705430, -2.668589)  0.082
H (-4.125749, 0.277070, -0.058889)  0.104
H (2.599251, -0.706430, 6.005511)  0.108
H (0.813551, 4.595670, -1.132189)  0.112
H (-3.139349, -2.551930, -0.555989)  0.090
H (2.597451, 0.987070, -1.198189)  0.065
H (-3.099249, -2.823130, -3.049689)  0.106
H (2.357051, 4.470470, -1.903889)  0.102
H (-0.865349, -3.244430, -4.146889)  0.075
H (-1.045249, -1.579230, -3.605789)  0.053
H (0.521451, -0.694730, 4.618611)  0.110
H (-1.373749, -2.365630, -0.558389)  0.098

Cartesian forces (eV/Å) of the 3 atoms listed first:
-2.086 1.874 -2.179
-1.076 -0.934 0.193
-0.042 -0.021 0.082


The following is a quantum chemistry calculation of a single C20H20O4S molecule, from the Open Molecules 2025 dataset.

Computed properties:
spin multiplicity: 1
Kohn-Sham gap: 9.00 eV
SMILES: O=S(=O)(Oc1ccc(-c2ccc3occc3c2)cc1)C1CCCCC1
LUMO energy: 0.720 eV
highest occupied orbital energy: -8.283 eV

Last column: Löwdin charge in e.
Element x y z (Å)
S (-0.461515, -2.431720, 0.063372)  0.786
O (-0.342010, -2.190489, -1.393042)  -0.303
O (-0.896417, -0.996051, 0.842659)  -0.163
O (0.767101, -3.050814, 0.591229)  -0.289
O (3.699104, 7.329797, -1.731028)  0.062
C (2.428898, 6.118352, -0.286798)  -0.158
C (3.135874, 6.092105, -1.498607)  -0.198
C (1.026038, 0.157890, -0.231626)  -0.015
C (1.620780, 1.351827, -0.574751)  -0.022
C (-2.760087, -6.416606, 1.072648)  -0.176
C (-1.912304, -4.110336, 1.762769)  -0.191
C (2.609793, 7.428992, 0.262608)  -0.011
C (3.114342, 4.945560, -2.306435)  0.008
C (1.015253, 2.572480, -0.336746)  -0.198
C (-1.896631, -3.599888, 0.300950)  -0.297
C (1.724546, 4.940516, 0.114489)  0.050
C (-2.740482, -5.913343, -0.410847)  -0.176
C (-0.226533, 0.140490, 0.392235)  -0.278
C (2.437252, 3.813606, -1.910720)  -0.032
C (3.371736, 8.077431, -0.644873)  -0.113
C (-0.858249, 1.377097, 0.658149)  0.009
C (-0.230248, 2.590026, 0.312698)  -0.010
C (-2.884955, -5.244329, 2.081612)  -0.194
C (1.715217, 3.798309, -0.698157)  -0.187
C (-1.720293, -4.797744, -0.632156)  -0.194
H (-3.584760, -7.152824, 1.188585)  0.114
H (-2.535906, -6.729602, -1.068558)  0.099
H (-0.775053, 3.542405, 0.472047)  0.125
H (-2.707661, -5.592457, 3.119952)  0.119
H (2.227684, 7.807373, 1.223024)  0.123
H (1.607372, -0.735812, -0.447223)  0.112
H (-3.722953, -5.547717, -0.702779)  0.111
H (-1.842286, 1.428872, 1.083767)  0.108
H (-2.769645, -3.048086, 0.040220)  0.125
H (-3.908933, -4.856903, 2.042901)  0.109
H (-1.793045, -6.874851, 1.279081)  0.107
H (-2.021832, -3.263142, 2.431384)  0.114
H (2.398146, 2.972022, -2.576511)  0.110
H (2.549914, 1.300181, -1.090377)  0.110
H (-0.737042, -5.208279, -0.535977)  0.115
H (3.690754, 4.940876, -3.231911)  0.119
H (-1.791952, -4.422057, -1.670754)  0.123
H (-0.948667, -4.523478, 2.003472)  0.108
H (3.731353, 9.061866, -0.427121)  0.120
H (1.198303, 4.918458, 1.067147)  0.117

Cartesian forces (eV/Å) of the 3 atoms listed first:
2.088 -1.248 -2.912
-1.023 0.231 2.529
0.511 -2.014 -0.826


The following is a quantum chemistry calculation of 28 unconnected molecules or ions with the total composition H56O28, from the Open Molecules 2025 dataset.

Computed properties:
spin multiplicity: 1
Kohn-Sham gap: 9.12 eV
LUMO energy: -0.630 eV
highest occupied orbital energy: -9.747 eV

Last column: Löwdin charge in e.
Element x y z (Å)
O (1.169255, -4.969019, 1.941922)  -0.033
O (-3.260880, 2.497327, -3.403291)  -0.025
O (-0.648749, 3.541403, 0.810071)  -0.055
O (-2.987659, 3.027360, 2.720459)  -0.045
O (4.573481, 1.314688, -1.564839)  -0.067
O (-0.118487, -0.305946, -0.025296)  -0.030
O (0.191666, -4.033880, -1.337948)  -0.030
O (1.284311, -1.922952, -3.961043)  -0.046
O (0.708715, -0.244891, 2.860315)  -0.041
O (2.593992, -1.211409, -1.319103)  -0.042
O (-0.902807, -3.425007, 1.333585)  -0.041
O (-0.490730, 1.369881, -3.815485)  -0.055
O (-2.534644, -1.511952, 2.446304)  -0.018
O (-4.154035, -0.983457, -1.637554)  -0.049
O (3.129167, 1.325942, 4.667422)  -0.037
O (-1.184173, 3.101256, -1.847298)  -0.054
O (-1.762951, -1.918294, -2.573365)  -0.041
O (4.910657, -2.417027, 0.753259)  -0.051
O (0.872074, 2.727107, 3.568428)  -0.040
O (-3.266712, -4.103270, -3.282591)  -0.059
O (4.924424, 2.233091, 1.070271)  -0.036
O (3.156991, 3.813606, 2.601422)  -0.051
O (2.042081, 3.938711, 0.214105)  -0.014
O (-2.184776, -0.403926, -5.035543)  -0.039
O (-4.646656, 0.328022, -4.337042)  -0.033
O (2.044099, -2.353024, 1.233510)  -0.040
O (-2.575476, 0.727032, 0.524483)  -0.035
O (1.141400, -1.598911, 5.154486)  -0.019
H (1.742658, 3.119472, 3.502346)  -0.010
H (0.949232, -0.548226, 3.735742)  -0.009
H (4.644033, 1.729441, -0.705049)  -0.037
H (-0.966026, -2.037205, -2.056652)  0.045
H (-2.612610, 0.007963, 1.155195)  0.012
H (5.381863, -3.138779, 1.169519)  0.026
H (1.147508, -3.984146, -1.348828)  0.038
H (-2.081768, 3.301580, 2.577629)  -0.002
H (4.193183, 2.752913, 1.403895)  -0.011
H (1.184112, -2.526212, 4.921010)  0.051
H (0.793294, 0.707538, 2.904685)  0.014
H (-1.379915, -4.041032, 1.889571)  0.065
H (-2.774399, -3.329525, -3.008413)  -0.035
H (2.287592, 1.297906, 4.212227)  -0.019
H (0.288813, -4.741237, 1.643306)  -0.008
H (2.575481, 4.004095, 1.865360)  -0.001
H (-4.565220, -0.084186, -3.476991)  0.031
H (-0.990990, 0.046104, -0.201471)  -0.005
H (1.235791, -2.866598, -4.114057)  0.031
H (2.365235, 3.480074, -0.561428)  0.091
H (-3.890625, 1.847214, -3.714749)  0.007
H (4.037682, -2.442750, 1.145018)  -0.019
H (1.215403, -4.628118, 2.835166)  0.041
H (2.554942, -1.734623, -0.518513)  -0.009
H (-3.332138, -1.324561, -1.990220)  -0.020
H (1.977282, -1.820922, -3.308659)  -0.002
H (3.802648, 4.520092, 2.586244)  0.081
H (-1.987875, 0.124589, -5.808925)  0.070
H (-5.441265, -0.052467, -4.711269)  0.089
H (1.907430, -0.553495, -1.209562)  0.024
H (-1.278351, -2.570347, 1.545122)  0.016
H (-3.895915, -3.772644, -3.923696)  0.020
H (4.195104, 0.453890, -1.385728)  -0.004
H (-2.814587, 1.503191, 1.031078)  0.025
H (-0.045733, -3.889685, -0.421931)  -0.018
H (1.496619, -1.687098, 1.649496)  0.013
H (0.277305, 3.408550, 3.255193)  0.040
H (-3.316400, -2.010599, 2.208730)  0.077
H (-1.298250, 4.049199, -1.779278)  0.062
H (-1.451456, -1.636890, -3.433609)  0.038
H (0.991933, -1.596115, 6.099940)  0.064
H (1.711180, 4.772242, -0.120513)  0.084
H (1.627073, -3.183692, 1.462223)  -0.004
H (-3.103140, -0.214751, -4.843052)  -0.014
H (0.075581, -0.029346, 0.870275)  -0.002
H (0.306515, 3.544947, 0.870735)  -0.013
H (-1.273590, 0.859527, -4.022596)  -0.031
H (-0.604773, 1.623216, -2.899486)  -0.014
H (-3.899009, -0.201112, -1.148543)  0.012
H (5.205706, 1.706617, 1.818569)  0.058
H (-3.495463, 3.539315, 2.090968)  0.041
H (-2.386616, -1.722597, 3.368230)  0.073
H (-3.673520, 3.340361, -3.591071)  0.067
H (-0.833678, 3.145197, -0.041430)  -0.012
H (-1.893772, 2.814794, -2.422307)  -0.013
H (3.092313, 2.126469, 5.190912)  0.036

Cartesian forces (eV/Å) of the 3 atoms listed first:
0.619 -0.453 0.079
0.039 0.527 0.189
-0.376 0.518 1.101


The following is a quantum chemistry calculation of 2 unconnected molecules or ions with the total composition C6H12, from the Open Molecules 2025 dataset.

Computed properties:
spin multiplicity: 1
Kohn-Sham gap: 6.30 eV
LUMO energy: -0.875 eV
highest occupied orbital energy: -7.180 eV

Last column: Löwdin charge in e.
Element x y z (Å)
C (-0.047581, -1.457903, -0.839474)  -0.020
C (-0.143810, -0.328381, -0.025345)  -0.503
C (-1.765874, 1.455427, -0.789945)  -0.096
C (-1.500861, 0.309226, 0.227873)  -0.245
C (2.336272, -0.392633, 0.623994)  -0.149
C (0.963794, 0.264131, 0.637921)  -0.084
H (-1.716370, 1.054222, -1.802974)  0.068
H (0.210052, -1.291893, 1.619509)  0.255
H (-0.951692, 2.232023, -0.692646)  0.082
H (-2.733590, 1.937100, -0.637900)  0.063
H (-1.520208, 0.710502, 1.260148)  0.104
H (-0.927428, -1.905089, -1.279186)  0.045
H (3.015970, 0.082434, 1.329042)  0.064
H (2.851462, -0.383893, -0.353302)  0.079
H (0.948078, -1.714806, -1.205228)  0.040
H (0.900550, 1.361889, 0.846474)  0.122
H (-2.249078, -0.461947, 0.164078)  0.097
H (2.330310, -1.470416, 0.916963)  0.078

Cartesian forces (eV/Å) of the 3 atoms listed first:
0.482 2.659 0.156
-1.901 -3.005 -2.554
0.989 0.057 0.443


The following is a quantum chemistry calculation of a single C4H9N3O molecule, from the Open Molecules 2025 dataset.

Computed properties:
spin multiplicity: 1
Kohn-Sham gap: 7.76 eV
SMILES: CO/C(N)=C/C=N\N
LUMO energy: 0.680 eV
highest occupied orbital energy: -7.081 eV

Last column: Löwdin charge in e.
Element x y z (Å)
O (-1.627422, -0.768713, -0.466666)  -0.065
N (2.935388, 0.412227, 0.272507)  -0.104
N (-1.220219, 1.406391, -0.202930)  0.167
N (3.315637, -0.855523, 0.050758)  -0.056
C (-2.717012, -0.739454, 0.434690)  -0.060
C (-0.706157, 0.168064, -0.311686)  -0.465
C (0.619745, -0.187151, -0.470349)  -0.042
C (1.658248, 0.715185, 0.011141)  -0.203
H (-2.168008, 1.462613, 0.016375)  0.067
H (1.442318, 1.808039, 0.222469)  0.100
H (-3.070539, -1.744110, 0.622089)  0.097
H (-0.582941, 2.232012, -0.188949)  0.132
H (4.316275, -0.914017, -0.221684)  0.093
H (-2.362293, -0.241138, 1.334177)  0.099
H (2.815585, -1.349369, -0.675844)  0.052
H (0.874775, -1.273403, -0.465744)  0.103
H (-3.523384, -0.131660, 0.039641)  0.086

Cartesian forces (eV/Å) of the 3 atoms listed first:
-0.766 -1.736 -0.354
-3.356 2.126 -0.682
2.500 1.708 -0.102


The following is a quantum chemistry calculation of a molecular structure, CAg7O3, from the Open Molecules 2025 dataset.

Computed properties:
spin multiplicity: 1
Kohn-Sham gap: 6.63 eV
total charge: +5
LUMO energy: -20.478 eV
highest occupied orbital energy: -27.112 eV

Last column: Löwdin charge in e.
Element x y z (Å)
Ag (-1.634212, 2.083479, -2.734937)  0.950
Ag (3.679521, 0.149482, 1.525135)  0.947
Ag (1.645735, 2.428098, -0.187350)  0.919
Ag (-0.950546, -3.574640, 0.606430)  0.942
Ag (0.356402, -0.885745, 2.572981)  0.930
Ag (-2.086629, 1.807073, 0.691889)  0.921
Ag (-2.565865, -0.754769, -1.173764)  0.908
O (-0.087737, 0.589232, -1.092909)  -0.172
O (1.534492, -0.159427, 0.238516)  -0.172
O (-0.256489, -1.386774, -0.142598)  -0.172
C (0.365328, -0.296009, -0.303392)  -1.002

Cartesian forces (eV/Å) of the 3 atoms listed first:
0.278 0.155 -0.869
0.713 -0.326 -0.163
0.402 -0.210 -0.436